# 1
DFT (the ωB97M-V functional and the def2-TZVPD basis) results for a single C4H8O2 molecule.

Output
Relative energy (zero: lowest compared OMol25 entry of this formula, charge and spin) (kJ/mol): 252.2
Total charge: 0
Kohn-Sham gap (eV): 10.771

CARTESIAN COORDINATES (ANGSTROEM)
C1 -1.441 -0.418 -1.111
O1 -0.136 -0.939 -1.021
C2 0.775 -0.243 -0.213
C3 0.498 1.198 0.257
O2 0.681 0.829 1.630
C4 0.823 -0.559 1.293
H1 -1.900 -0.218 -0.132
H2 -1.466 0.506 -1.707
H3 -2.042 -1.174 -1.619
H4 1.750 -0.352 -0.696
H5 -0.517 1.567 0.069
H6 1.217 1.955 -0.073
H7 -0.008 -1.178 1.655
H8 1.767 -0.972 1.669

Löwdin population analysis, charges in e, atoms 1 to 5: -0.111 -0.139 -0.283 -0.137 -0.106


# 2
DFT (the ωB97M-V functional and the def2-TZVPD basis) results for 15 unconnected molecules or ions with the total composition C5H38O14 in a non-equilibrium geometry.

Output
Relative energy (zero: lowest compared OMol25 entry of this formula, charge and spin) (kJ/mol): 162.5
Total charge: 0
Kohn-Sham gap (eV): 8.992

CARTESIAN COORDINATES (ANGSTROEM)
C1 0.838 1.871 -0.825
C2 1.915 0.808 -0.584
C3 2.848 0.366 -1.703
C4 3.587 -0.728 -1.508
C5 2.959 1.356 -2.842
H1 0.495 2.306 0.099
H2 1.227 2.628 -1.555
H3 -0.019 1.507 -1.409
H4 2.481 1.207 0.292
H5 1.365 -0.079 -0.222
H6 4.262 -1.137 -2.231
H7 3.518 -1.145 -0.516
H8 1.907 1.566 -3.003
H9 3.511 2.283 -2.571
H10 3.574 0.899 -3.641
H11 2.769 1.461 3.604
H12 3.482 0.721 2.464
O1 2.802 0.624 3.133
H13 -3.370 0.020 0.425
H14 -3.467 0.503 2.019
O2 -3.759 -0.051 1.299
H15 -1.050 -3.572 2.757
H16 -0.100 -3.474 1.558
O3 -0.135 -3.358 2.531
H17 -0.535 -2.871 -0.761
H18 -0.525 -4.487 -0.145
O4 -0.546 -3.529 -0.063
H19 1.520 -2.142 1.359
H20 1.206 -2.787 0.042
O5 1.882 -2.256 0.472
H21 -0.339 -0.844 -2.515
H22 1.017 -0.888 -2.053
O6 0.213 -1.441 -1.970
H23 -2.421 0.247 -2.984
H24 -1.438 1.326 -2.573
O7 -1.550 0.592 -3.178
H25 -3.519 -1.715 2.070
H26 -2.456 -2.608 1.404
O8 -2.910 -2.450 2.234
H27 -0.481 1.090 3.935
H28 -0.851 -0.143 3.118
O9 -0.886 0.826 3.087
H29 1.692 -2.298 3.604
H30 2.063 -0.886 4.049
O10 1.680 -1.712 4.365
H31 -3.878 -1.996 -2.831
H32 -2.656 -2.887 -3.095
O11 -3.041 -2.032 -3.299
H33 -1.499 4.923 -0.723
H34 -1.510 3.459 -0.786
O12 -1.756 4.219 -1.326
H35 -3.528 2.558 -0.976
H36 -3.613 2.243 -2.399
O13 -3.210 1.885 -1.584
H37 -0.513 2.910 2.290
H38 0.845 3.472 1.854
O14 -0.096 3.637 1.805

Löwdin population analysis, charges in e, atoms 1 to 5: -0.095 -0.228 -0.384 0.051 -0.057


# 3
DFT (the ωB97M-V functional and the def2-TZVPD basis) results for 9 unconnected molecules or ions with the total composition C54H61F24O22 in a non-equilibrium geometry.

Output
Total charge: -1
Kohn-Sham gap (eV): 6.261

CARTESIAN COORDINATES (ANGSTROEM)
C1 -4.723 -2.267 7.313
C2 -4.467 -2.389 6.118
C3 -4.058 -2.376 4.587
C4 -3.528 -0.925 4.238
C5 -2.783 -0.827 2.836
C6 -1.855 0.461 2.704
C7 -1.965 1.571 3.727
C8 -1.077 2.812 3.680
C9 -1.238 3.931 4.795
O1 -1.862 4.961 4.430
O2 -0.788 3.767 6.021
C10 -0.098 2.871 2.550
C11 -0.002 1.760 1.505
C12 -0.872 0.539 1.537
C13 -0.801 -0.596 0.455
C14 0.643 -1.132 0.133
C15 1.680 -1.281 1.021
C16 1.109 1.997 0.397
O3 0.973 1.702 -0.784
C17 2.424 2.707 0.943
C18 2.355 3.696 1.911
O4 3.528 4.308 2.440
C19 3.764 3.582 3.687
C20 4.562 2.216 3.456
C21 4.890 1.499 4.862
O5 5.830 2.481 2.810
C22 0.904 4.102 2.442
O6 0.603 5.251 2.694
H1 -4.821 -1.789 8.325
H2 -5.006 -2.620 4.021
H3 -3.290 -3.180 4.397
H4 -2.823 -0.622 5.083
H5 -4.360 -0.147 4.253
H6 -3.506 -0.860 1.963
H7 -2.129 -1.763 2.765
H8 -2.694 1.536 4.590
H9 -1.446 -1.501 0.720
H10 -1.289 -0.168 -0.487
H11 0.855 -1.380 -0.956
H12 2.673 -1.644 0.611
H13 1.657 -1.026 2.116
H14 3.432 2.375 0.571
H15 2.786 3.272 4.192
H16 4.290 4.244 4.455
H17 3.949 1.448 2.881
H18 5.867 0.935 4.835
H19 4.077 0.749 5.142
H20 4.940 2.239 5.721
H21 6.107 3.352 3.167
C23 -1.303 4.967 -1.824
C24 -1.479 3.484 -2.078
O7 -2.831 3.075 -1.793
C25 -3.730 3.296 -2.760
O8 -3.481 3.804 -3.820
C26 -5.101 2.768 -2.339
F1 -5.416 3.101 -1.073
F2 -5.160 1.419 -2.407
F3 -6.095 3.235 -3.115
H22 -1.612 5.221 -0.807
H23 -0.261 5.259 -1.962
H24 -1.922 5.558 -2.503
H25 -0.832 2.919 -1.406
H26 -1.198 3.213 -3.098
C27 -1.428 7.820 -6.481
C28 -0.446 6.862 -7.125
O9 0.829 6.921 -6.465
C29 0.939 6.197 -5.338
O10 0.059 5.534 -4.870
C30 2.353 6.309 -4.770
F4 2.814 7.577 -4.774
F5 3.238 5.578 -5.483
F6 2.437 5.881 -3.502
H27 -1.017 8.831 -6.454
H28 -2.370 7.834 -7.032
H29 -1.637 7.533 -5.448
H30 -0.274 7.156 -8.162
H31 -0.830 5.840 -7.139
C31 7.913 -0.924 9.958
C32 6.425 -1.207 10.001
O11 5.876 -1.242 8.675
C33 6.025 -2.396 8.005
O12 6.579 -3.367 8.440
C34 5.352 -2.306 6.636
F7 5.625 -1.147 6.004
F8 4.010 -2.383 6.734
F9 5.731 -3.291 5.807
H32 8.113 -0.007 9.398
H33 8.315 -0.818 10.967
H34 8.453 -1.729 9.454
H35 5.913 -0.402 10.530
H36 6.207 -2.134 10.536
C35 -8.961 -0.401 0.088
C36 -9.368 -1.453 1.101
O13 -8.725 -2.707 0.819
C37 -7.466 -2.835 1.267
O14 -6.870 -1.984 1.865
C38 -6.924 -4.227 0.944
F10 -7.207 -4.609 -0.318
F11 -7.450 -5.167 1.757
F12 -5.591 -4.304 1.077
H37 -9.155 -0.752 -0.928
H38 -9.510 0.527 0.254
H39 -7.892 -0.186 0.153
H40 -10.443 -1.631 1.033
H41 -9.159 -1.130 2.123
C39 0.717 -5.880 -4.766
C40 0.553 -4.526 -4.106
O15 1.404 -4.415 -2.954
C41 2.683 -4.085 -3.192
O16 3.144 -3.888 -4.282
C42 3.444 -3.955 -1.875
F13 3.178 -4.966 -1.024
F14 3.128 -2.816 -1.227
F15 4.777 -3.945 -2.044
H42 0.548 -6.682 -4.043
H43 0.012 -5.992 -5.589
H44 1.728 -6.010 -5.156
H45 -0.471 -4.415 -3.749
H46 0.741 -3.711 -4.807
C43 5.858 4.616 -4.113
C44 6.778 5.795 -4.356
O17 8.143 5.445 -4.070
C45 8.801 4.797 -5.043
O18 8.325 4.501 -6.105
C46 10.247 4.535 -4.624
F16 10.341 4.077 -3.361
F17 10.994 5.658 -4.682
F18 10.854 3.628 -5.406
H47 5.986 4.231 -3.099
H48 4.820 4.905 -4.251
H49 6.082 3.794 -4.797
H50 6.516 6.609 -3.678
H51 6.681 6.179 -5.374
C47 -1.095 -7.903 2.811
C48 -2.332 -7.036 2.691
O19 -2.082 -5.907 1.840
C49 -2.174 -6.132 0.520
O20 -2.442 -7.194 0.028
C50 -1.934 -4.839 -0.256
F19 -0.881 -4.146 0.213
F20 -2.996 -4.009 -0.190
F21 -1.701 -5.052 -1.563
H52 -0.241 -7.309 3.145
H53 -1.261 -8.715 3.521
H54 -0.824 -8.337 1.846
H55 -2.596 -6.635 3.671
H56 -3.192 -7.608 2.335
C51 -6.196 -4.088 -4.364
C52 -5.133 -3.026 -4.558
O21 -3.949 -3.593 -5.144
C53 -3.965 -3.747 -6.478
O22 -4.887 -3.451 -7.186
C54 -2.629 -4.308 -6.961
F22 -2.190 -5.326 -6.192
F23 -1.658 -3.372 -6.947
F24 -2.687 -4.778 -8.217
H57 -5.801 -4.925 -3.783
H58 -7.063 -3.675 -3.846
H59 -6.527 -4.494 -5.322
H60 -4.838 -2.621 -3.589
H61 -5.502 -2.191 -5.158

Löwdin population analysis, charges in e, atoms 1 to 5: 0.044 -0.134 -0.188 -0.223 -0.166


# 4
DFT (the ωB97M-V functional and the def2-TZVPD basis) results for 3 unconnected molecules or ions with the total composition C6H10O2 in a non-equilibrium geometry.

Output
Relative energy (zero: lowest compared OMol25 entry of this formula, charge and spin) (kJ/mol): 40.4
Total charge: 0
Kohn-Sham gap (eV): 10.000

CARTESIAN COORDINATES (ANGSTROEM)
C1 1.658 -0.977 1.175
C2 0.471 -0.472 1.735
C3 -0.778 -0.934 1.288
C4 -0.792 -1.881 0.250
C5 0.374 -2.494 -0.163
C6 1.612 -2.041 0.309
H1 2.587 -0.522 1.508
H2 0.421 0.397 2.368
H3 -1.628 -0.513 1.816
H4 -1.753 -2.248 -0.067
H5 0.315 -3.317 -0.851
H6 2.496 -2.413 -0.191
O1 -0.236 3.951 -0.783
H7 0.217 3.131 -0.543
H8 0.165 4.205 -1.608
O2 -1.581 2.165 -2.343
H9 -1.685 2.661 -3.169
H10 -1.798 2.759 -1.629

Löwdin population analysis, charges in e, atoms 1 to 5: -0.104 -0.097 -0.084 -0.095 -0.096


# 5
DFT (the ωB97M-V functional and the def2-TZVPD basis) results for a single C4H4F2N2 molecule in a non-equilibrium geometry.

Output
Relative energy (zero: lowest compared OMol25 entry of this formula, charge and spin) (kJ/mol): 487.1
Total charge: 0
Kohn-Sham gap (eV): 9.000

CARTESIAN COORDINATES (ANGSTROEM)
C1 -2.895 -0.782 -0.308
C2 -1.675 -0.690 0.200
C3 -0.211 -0.453 0.130
N1 0.578 -1.466 0.008
N2 1.952 -1.296 0.043
C4 0.299 0.907 0.383
F1 -0.488 2.003 0.063
F2 1.322 1.033 -0.519
H1 -4.045 -0.628 -0.221
H2 2.472 -0.244 0.027
H3 2.541 -2.072 -0.026
H4 0.706 1.059 1.534

Löwdin population analysis, charges in e, atoms 1 to 5: 0.100 -0.039 -0.325 0.049 0.005


# 6
DFT (the ωB97M-V functional and the def2-TZVPD basis) results for 4 unconnected molecules or ions with the total composition C4H15NO3 in a non-equilibrium geometry.

Output
Relative energy (zero: lowest compared OMol25 entry of this formula, charge and spin) (kJ/mol): 204.9
Multiplicity: 2
Total charge: -1
Kohn-Sham gap (spin up / spin down) (eV): 2.143 / 8.826

CARTESIAN COORDINATES (ANGSTROEM)
C1 -0.242 1.104 -0.127
N1 0.957 0.245 -0.031
C2 2.004 0.743 0.854
C3 4.358 -0.093 0.896
C4 3.054 -0.308 1.009
H1 -0.604 1.249 -1.156
H2 -0.117 2.074 0.332
H3 -1.054 0.466 0.257
H4 1.379 -0.027 -0.906
H5 2.454 1.726 0.623
H6 1.529 0.896 1.835
H7 5.161 -0.749 1.211
H8 4.724 0.882 0.593
H9 2.687 -1.292 1.281
H10 -2.843 -1.663 1.422
H11 -2.142 -2.749 0.730
O1 -1.935 -1.926 1.197
H12 -6.680 2.880 0.225
H13 -6.545 2.545 -1.244
O2 -6.398 2.170 -0.365
H14 0.537 -2.668 -2.184
H15 -0.373 -2.444 -3.509
O3 0.089 -3.063 -2.940

Löwdin population analysis, charges in e, atoms 1 to 5: -0.225 -0.132 -0.303 -0.031 -0.206


no.,E (a.u.)
1,-307.6164
2,-1266.5962
3,-6146.2771
4,-385.0870
5,-463.8745
6,-441.7697